{"formula": "CH6NO", "method": "ωB97M-V/def2-TZVPD", "symbols": ["C", "N", "O", "H", "H", "H", "H", "H", "H"], "xyz": [[0.38434, 0.32436, -0.23913], [-0.60886, -0.32257, 0.68845], [-0.25839, 1.19857, -1.16014], [1.13135, 0.68682, 0.39471], [1.48280, -0.91066, -1.01764], [-1.61698, -0.42594, 0.40086], [-0.14074, -1.18477, 0.87505], [-0.57123, 0.03362, 1.72766], [0.34058, 1.77958, -1.67643]], "atomic_forces_ev_per_a": [[0.7, -0.7, -3.9], [-0.2, 0.9, 2.0], [0.8, -1.7, 1.9], [1.1, 1.1, 0.6], [-2.8, 2.4, 1.6], [1.3, 0.0, -0.1], [-0.3, -1.7, -0.3], [-0.4, 0.3, -2.5], [0.0, -0.6, 0.6]], "charge": 1, "relative_energy_kcal_mol": 84.5, "orbital_gap_ev": 10.4, "homo_ha": -0.55464}